# 1
{"formula": "C28H38N5O4PtSSb2", "method": "ωB97M-V with the def2-TZVPD basis set", "spin_multiplicity": 5, "de_lowest_kcal_mol": 18.05, "homo_lumo_gap_ev": [6.53, 5.25], "charge": 1, "elements": ["Pt", "N", "C", "S", "N", "N", "C", "C", "C", "C", "C", "C", "C", "O", "H", "H", "H", "H", "H", "H", "H", "C", "Sb", "C", "C", "C", "C", "C", "C", "C", "C", "C", "Sb", "C", "C", "H", "H", "H", "H", "H", "H", "H", "H", "H", "H", "H", "H", "H", "H", "H", "H", "H", "H", "H", "H", "C", "C", "C", "C", "C", "C", "O", "N", "C", "O", "N", "C", "O", "H", "H", "H", "H", "H", "H", "H", "H", "H", "H", "H"], "coordinates": [[-0.25, -0.18, 0.19], [3.16, -1.39, 2.73], [2.24, -0.74, 2.02], [2.27, -0.73, 0.33], [1.32, -0.09, 2.79], [0.40, 0.58, 2.12], [-0.35, 1.38, 2.86], [-1.22, 2.36, 2.38], [-1.94, 3.13, 3.34], [-2.70, 4.20, 2.98], [-2.74, 4.58, 1.61], [-2.07, 3.88, 0.66], [-1.32, 2.71, 0.99], [-0.77, 2.03, 0.05], [3.90, -1.90, 2.27], [3.14, -1.33, 3.74], [-0.20, 1.30, 3.94], [-1.87, 2.85, 4.38], [-3.24, 4.78, 3.71], [-3.32, 5.45, 1.33], [-2.10, 4.17, -0.38], [0.38, -0.39, -4.46], [-0.01, 0.48, -2.57], [1.66, 1.76, -2.34], [-1.61, 1.86, -3.06], [-2.84, 1.17, -3.53], [-2.91, 0.78, -4.87], [-4.01, 0.10, -5.37], [-5.08, -0.17, -4.53], [-5.03, 0.22, -3.21], [-3.93, 0.89, -2.68], [-3.96, 1.28, -1.24], [-3.05, -0.23, 0.02], [-3.96, 0.24, 1.88], [-4.27, -1.88, -0.54], [-0.44, -1.01, -4.78], [1.29, -0.98, -4.37], [0.53, 0.43, -5.16], [1.72, 2.42, -3.20], [2.56, 1.16, -2.27], [1.54, 2.34, -1.43], [-1.19, 2.47, -3.86], [-1.75, 2.48, -2.18], [-2.09, 1.02, -5.53], [-4.04, -0.18, -6.41], [-5.95, -0.68, -4.91], [-5.88, 0.03, -2.56], [-4.99, 1.38, -0.90], [-3.45, 2.21, -1.04], [-5.01, -0.03, 1.83], [-3.87, 1.31, 2.08], [-3.48, -0.32, 2.67], [-5.31, -1.56, -0.47], [-4.09, -2.70, 0.15], [-4.06, -2.20, -1.56], [-2.41, -4.90, -1.57], [-2.22, -5.17, -0.08], [-0.94, -4.56, 0.55], [-0.81, -5.03, 2.01], [0.40, -4.44, 2.71], [0.24, -5.06, -0.25], [0.67, -6.18, -0.19], [0.80, -4.15, -1.14], [0.50, -2.81, -1.23], [1.04, -2.12, -2.08], [-0.39, -2.28, -0.33], [-1.09, -3.04, 0.54], [-1.85, -2.49, 1.34], [-3.37, -5.28, -1.90], [-1.64, -5.38, -2.17], [-2.38, -3.83, -1.79], [-2.16, -6.25, 0.08], [-3.07, -4.80, 0.49], [-0.74, -6.12, 1.99], [-1.72, -4.75, 2.53], [1.33, -4.75, 2.22], [0.45, -4.79, 3.74], [0.36, -3.35, 2.73], [1.51, -4.49, -1.77]]}

# 2
{"formula": "C28H39ClIrN4O5", "method": "ωB97M-V with the def2-TZVPD basis set", "spin_multiplicity": 5, "de_lowest_kcal_mol": 0.00, "homo_lumo_gap_ev": [3.58, 5.83], "charge": -1, "elements": ["Ir", "Cl", "N", "N", "C", "C", "C", "C", "C", "C", "H", "H", "H", "H", "H", "H", "C", "C", "C", "C", "H", "H", "H", "H", "H", "H", "O", "H", "H", "O", "H", "H", "C", "C", "C", "H", "H", "C", "C", "H", "C", "C", "C", "C", "H", "C", "H", "H", "H", "H", "H", "H", "H", "H", "C", "C", "C", "C", "C", "C", "O", "N", "C", "O", "N", "C", "O", "H", "H", "H", "H", "H", "H", "H", "H", "H", "H", "H"], "coordinates": [[1.04, -1.14, 1.86], [-1.15, -1.64, 2.51], [0.93, -2.57, 0.42], [0.68, 0.82, 2.24], [2.00, -3.27, 0.11], [1.67, 1.61, 2.63], [-0.22, -3.17, -0.38], [0.55, -3.85, -1.51], [-1.20, -2.15, -0.89], [-0.94, -4.24, 0.43], [-0.72, -1.36, -1.48], [-1.75, -1.70, -0.06], [-1.91, -2.66, -1.56], [-0.23, -4.98, 0.82], [-1.65, -4.75, -0.24], [-1.48, -3.78, 1.26], [-0.59, 1.66, 2.31], [0.00, 3.05, 2.14], [-1.21, 1.55, 3.70], [-1.59, 1.35, 1.24], [-1.11, 1.30, 0.26], [-2.31, 2.19, 1.23], [-2.13, 0.42, 1.45], [-0.49, 1.78, 4.48], [-1.61, 0.54, 3.86], [-2.03, 2.27, 3.76], [1.40, 2.91, 2.57], [-0.45, 3.82, 2.77], [0.01, 3.38, 1.09], [1.91, -4.01, -0.99], [0.61, -3.24, -2.42], [0.19, -4.86, -1.76], [3.25, -3.24, 0.88], [2.99, 1.15, 3.08], [3.61, 0.34, 1.98], [2.82, 0.53, 3.97], [3.59, 2.02, 3.35], [3.00, -0.87, 1.60], [3.74, -1.83, 0.90], [1.77, -1.77, 3.14], [4.96, -1.46, 0.31], [5.46, -0.18, 0.53], [5.74, -2.43, -0.52], [4.83, 0.71, 1.39], [6.39, 0.12, 0.05], [5.48, 2.02, 1.71], [6.39, 2.12, 1.11], [5.76, 2.10, 2.77], [4.82, 2.87, 1.48], [6.09, -3.29, 0.07], [6.62, -1.92, -0.92], [5.15, -2.81, -1.36], [3.97, -3.93, 0.43], [3.01, -3.58, 1.90], [-5.34, 2.26, -1.17], [-3.92, 1.71, -1.29], [-3.35, 1.57, -2.72], [-4.39, 1.00, -3.72], [-5.02, -0.32, -3.30], [-2.85, 2.93, -3.24], [-3.52, 3.72, -3.88], [-1.53, 3.20, -2.92], [-0.74, 2.44, -2.02], [0.13, 3.02, -1.36], [-0.99, 1.10, -1.99], [-2.06, 0.69, -2.72], [-2.08, -0.40, -3.33], [-5.51, 3.12, -1.82], [-5.50, 2.58, -0.13], [-6.10, 1.49, -1.40], [-3.26, 2.37, -0.70], [-3.86, 0.73, -0.79], [-5.16, 1.78, -3.87], [-3.87, 0.88, -4.68], [-4.93, -0.53, -2.22], [-6.08, -0.32, -3.57], [-4.53, -1.13, -3.84], [-1.21, 4.14, -3.05]]}

# 3
{"formula": "C28H39ClN3O2PS2Se2Y", "method": "ωB97M-V with the def2-TZVPD basis set", "de_lowest_kcal_mol": 0.00, "homo_lumo_gap_ev": 6.41, "charge": -1, "elements": ["Y", "N", "C", "C", "N", "C", "C", "N", "H", "H", "H", "H", "H", "H", "H", "H", "H", "H", "H", "H", "H", "O", "C", "C", "C", "O", "C", "Se", "C", "Se", "H", "H", "H", "H", "H", "H", "H", "H", "H", "H", "Cl", "C", "C", "C", "C", "C", "C", "C", "H", "H", "H", "H", "H", "H", "S", "P", "S", "C", "C", "C", "C", "C", "C", "C", "C", "C", "C", "C", "C", "H", "H", "H", "H", "H", "H", "H", "H", "H", "H"], "coordinates": [[-0.32, -0.29, 0.25], [0.90, 1.99, -0.24], [2.35, 2.15, -0.13], [2.99, 0.77, -0.22], [2.35, -0.17, 0.70], [2.65, 0.05, 2.12], [1.51, 0.72, 2.88], [0.29, -0.04, 2.67], [0.36, 2.70, 0.24], [0.57, 1.97, -1.20], [2.78, 2.80, -0.89], [2.57, 2.60, 0.84], [2.87, 0.38, -1.23], [4.07, 0.86, -0.03], [2.73, -1.10, 0.49], [2.84, -0.93, 2.57], [3.57, 0.64, 2.25], [1.79, 0.80, 3.94], [1.33, 1.74, 2.51], [0.36, -1.00, 3.01], [-0.53, 0.37, 3.11], [-5.89, 0.22, -1.53], [-4.99, 1.20, -1.00], [-3.66, 0.56, -0.60], [-2.77, 1.74, -0.16], [-1.63, 1.36, 0.51], [-3.94, -0.35, 0.61], [-2.59, -1.68, 1.18], [-3.11, -0.22, -1.83], [-1.21, -0.06, -2.43], [-6.70, 0.67, -1.78], [-5.43, 1.68, -0.12], [-4.79, 1.97, -1.76], [-3.40, 2.39, 0.48], [-2.52, 2.32, -1.06], [-1.61, 2.25, 2.31], [-4.84, -0.94, 0.40], [-4.16, 0.29, 1.47], [-3.68, 0.07, -2.71], [-3.27, -1.29, -1.67], [0.36, 4.88, 1.80], [-1.34, 5.21, 2.10], [-1.84, 6.42, 1.65], [-3.18, 6.71, 1.85], [-3.99, 5.79, 2.50], [-3.46, 4.59, 2.94], [-2.12, 4.26, 2.75], [-1.58, 2.93, 3.18], [-1.19, 7.11, 1.14], [-3.58, 7.65, 1.50], [-5.04, 6.00, 2.66], [-4.10, 3.87, 3.43], [-0.55, 3.02, 3.54], [-2.18, 2.51, 3.99], [3.71, -3.37, 1.16], [2.29, -3.52, -0.21], [0.40, -3.06, 0.30], [2.76, -2.49, -1.67], [4.09, -2.17, -1.90], [4.44, -1.37, -2.99], [3.45, -0.88, -3.83], [2.12, -1.20, -3.60], [1.78, -2.01, -2.53], [2.26, -5.20, -0.94], [1.17, -5.61, -1.70], [1.17, -6.85, -2.31], [2.26, -7.70, -2.16], [3.35, -7.29, -1.40], [3.35, -6.05, -0.79], [4.85, -2.53, -1.22], [5.48, -1.12, -3.16], [3.72, -0.24, -4.67], [1.33, -0.81, -4.24], [0.73, -2.24, -2.35], [0.31, -4.95, -1.79], [0.31, -7.17, -2.89], [2.26, -8.67, -2.63], [4.20, -7.95, -1.27], [4.19, -5.72, -0.19]]}

# 4
{"formula": "C28H39CrN4O10P2", "method": "ωB97M-V with the def2-TZVPD basis set", "spin_multiplicity": 2, "de_lowest_kcal_mol": 0.00, "homo_lumo_gap_ev": [7.07, 7.04], "elements": ["Cr", "C", "C", "C", "C", "C", "N", "C", "C", "C", "N", "C", "C", "C", "C", "C", "C", "C", "C", "N", "C", "C", "C", "N", "C", "C", "C", "C", "O", "C", "O", "H", "H", "H", "H", "H", "H", "H", "H", "H", "H", "H", "H", "H", "H", "H", "H", "H", "H", "H", "H", "H", "H", "H", "H", "H", "H", "H", "H", "O", "P", "O", "O", "O", "P", "O", "O", "O", "H", "H", "C", "C", "C", "C", "O", "H", "H", "H", "H", "H", "H", "H", "H", "H"], "coordinates": [[1.02, -0.74, 0.26], [0.70, 1.34, 6.96], [0.63, 1.27, 5.46], [-0.36, 1.89, 4.74], [-0.46, 1.77, 3.33], [-1.50, 2.50, 2.70], [-1.78, 2.57, 1.44], [-2.91, 3.37, 0.97], [-4.23, 2.59, 0.87], [-4.60, 2.03, -0.52], [-3.39, 1.65, -1.23], [-3.18, 1.66, -2.52], [-1.93, 1.36, -3.08], [-1.86, 1.07, -4.46], [-0.68, 0.77, -5.08], [-0.59, 0.43, -6.54], [0.48, 0.78, -4.27], [0.48, 1.05, -2.93], [1.77, 1.07, -2.25], [2.05, 0.73, -1.06], [3.45, 0.97, -0.67], [4.24, -0.32, -0.45], [3.98, -1.00, 0.90], [2.71, -0.54, 1.45], [2.67, -0.22, 2.68], [1.54, 0.40, 3.35], [1.60, 0.57, 4.72], [0.45, 0.95, 2.61], [0.30, 0.76, 1.36], [-0.75, 1.42, -2.25], [-0.76, 1.84, -1.07], [0.16, 2.21, 7.33], [1.73, 1.42, 7.30], [0.27, 0.45, 7.41], [-1.10, 2.49, 5.25], [-2.13, 3.10, 3.36], [-1.23, 2.03, 0.77], [-2.62, 3.81, 0.01], [-3.04, 4.19, 1.68], [-5.05, 3.24, 1.18], [-4.19, 1.76, 1.57], [-5.14, 2.76, -1.12], [-5.23, 1.15, -0.39], [-2.66, 1.26, -0.64], [-4.03, 1.90, -3.16], [-2.78, 1.08, -5.04], [-1.54, 0.59, -7.04], [-0.31, -0.61, -6.69], [0.16, 1.05, -7.05], [1.43, 0.57, -4.75], [2.59, 1.43, -2.88], [3.44, 1.57, 0.25], [3.94, 1.57, -1.44], [5.31, -0.08, -0.52], [4.00, -1.00, -1.27], [4.78, -0.77, 1.60], [3.92, -2.08, 0.77], [3.56, -0.35, 3.29], [2.44, 0.13, 5.25], [-3.19, -1.67, -1.03], [-2.08, -1.21, 0.03], [-2.65, -0.05, 0.80], [-0.79, -0.98, -0.71], [-1.96, -2.48, 0.98], [-0.93, -2.45, 2.28], [-1.59, -1.28, 3.15], [-0.94, -3.73, 2.98], [0.38, -1.95, 1.70], [-2.95, -2.48, -1.49], [-2.04, -0.63, 2.56], [0.46, -4.00, -0.82], [1.66, -3.22, -1.36], [1.48, -2.95, -2.85], [2.94, -4.01, -1.09], [1.81, -1.96, -0.74], [0.43, -4.99, -1.28], [-0.46, -3.48, -1.06], [0.53, -4.12, 0.26], [1.35, -3.88, -3.41], [2.36, -2.43, -3.24], [0.61, -2.31, -3.00], [2.91, -4.98, -1.59], [3.06, -4.18, -0.02], [3.81, -3.46, -1.47]]}

# 5
{"formula": "C28H39F4N2O10", "method": "ωB97M-V with the def2-TZVPD basis set", "de_lowest_kcal_mol": 147.31, "homo_lumo_gap_ev": 6.83, "charge": 1, "elements": ["C", "O", "C", "C", "C", "C", "C", "C", "C", "C", "C", "C", "N", "C", "C", "C", "C", "C", "C", "F", "C", "C", "O", "O", "C", "O", "C", "C", "O", "C", "N", "C", "O", "F", "C", "O", "F", "H", "H", "H", "H", "H", "H", "H", "H", "H", "H", "H", "H", "H", "H", "H", "H", "H", "H", "H", "H", "H", "H", "H", "H", "H", "H", "H", "H", "H", "H", "H", "H", "H", "H", "H", "H", "C", "C", "O", "C", "O", "O", "F", "H", "H", "H"], "coordinates": [[-5.19, -1.59, -2.90], [-3.86, -1.83, -2.37], [-3.90, -2.83, -1.32], [-2.46, -2.97, -0.57], [-1.32, -3.49, -1.61], [-0.20, -4.40, -0.87], [0.90, -3.40, -0.19], [2.38, -3.59, -0.80], [3.54, -3.74, 0.30], [3.44, -2.71, 1.54], [4.03, -1.30, 1.04], [3.10, -0.04, 1.41], [1.65, -0.12, 1.33], [0.75, 0.99, 1.61], [-0.83, 0.69, 1.42], [1.30, 2.38, 2.07], [0.27, 3.56, 2.38], [-0.54, 3.35, 3.78], [-2.10, 3.06, 3.59], [0.05, 2.23, 4.51], [2.86, 2.50, 2.17], [3.45, 3.92, 2.60], [3.59, 4.13, 3.84], [3.84, 4.97, 1.73], [3.26, 4.85, 0.41], [3.84, 5.86, -0.48], [4.25, 5.15, -1.68], [5.74, 4.62, -1.95], [3.39, 4.91, -2.58], [3.79, 1.30, 1.86], [5.26, 1.27, 1.95], [5.75, 1.23, 3.34], [5.18, 1.68, 4.34], [7.04, 0.61, 3.52], [5.91, 2.31, 1.14], [6.12, 2.11, -0.07], [6.36, 3.56, 1.68], [-6.00, -1.83, -2.11], [-5.36, -0.50, -3.21], [-5.43, -2.24, -3.82], [-4.68, -2.48, -0.54], [-4.26, -3.83, -1.74], [-2.62, -3.68, 0.32], [-2.24, -1.93, -0.14], [-0.88, -2.54, -2.10], [-1.84, -4.16, -2.37], [0.30, -5.16, -1.56], [-0.74, -4.95, -0.02], [0.56, -2.33, -0.47], [0.82, -3.58, 0.94], [2.60, -2.73, -1.54], [2.39, -4.55, -1.43], [4.54, -3.50, -0.23], [3.67, -4.83, 0.68], [4.16, -3.10, 2.36], [2.40, -2.63, 2.00], [5.10, -1.21, 1.44], [4.12, -1.29, -0.11], [1.22, -1.02, 1.05], [-1.01, -0.36, 0.97], [-1.30, 1.46, 0.69], [-1.35, 0.74, 2.43], [0.82, 4.57, 2.50], [-0.51, 3.74, 1.55], [-0.44, 4.26, 4.48], [-2.40, 2.75, 2.52], [-2.48, 2.21, 4.27], [-2.75, 3.98, 3.87], [2.12, 5.03, 0.38], [3.48, 3.83, -0.10], [6.31, 5.27, -2.70], [5.70, 3.52, -2.31], [6.25, 4.58, -0.91], [-9.52, -1.20, -4.13], [-8.71, -2.12, -4.98], [-8.20, -3.05, -4.05], [-9.12, -3.11, -3.05], [-9.16, -3.97, -2.23], [-9.99, -2.06, -3.10], [-7.67, -1.47, -5.56], [-8.92, -0.40, -3.69], [-10.35, -0.75, -4.67], [-9.29, -2.65, -5.75]]}

# 6
{"formula": "C28H39N3O4", "method": "ωB97M-V with the def2-TZVPD basis set", "de_lowest_kcal_mol": 32.60, "homo_lumo_gap_ev": 8.02, "smiles": "CCOc1cc(/C=C/C(=O)Nc2ccc(C(=O)NCCN(CC)CC)cc2)ccc1OCC(C)C", "elements": ["C", "C", "O", "C", "C", "C", "C", "C", "C", "O", "N", "C", "C", "C", "C", "C", "O", "N", "C", "C", "N", "C", "C", "C", "C", "C", "C", "C", "C", "C", "O", "C", "C", "C", "C", "H", "H", "H", "H", "H", "H", "H", "H", "H", "H", "H", "H", "H", "H", "H", "H", "H", "H", "H", "H", "H", "H", "H", "H", "H", "H", "H", "H", "H", "H", "H", "H", "H", "H", "H", "H", "H", "H", "H"], "coordinates": [[-1.08, 0.36, 1.64], [-0.04, 1.06, 2.51], [0.17, 0.44, 3.76], [1.00, -0.63, 3.86], [1.61, -1.27, 2.80], [2.48, -2.35, 2.99], [3.10, -3.01, 1.86], [2.56, -3.02, 0.63], [3.21, -3.63, -0.53], [4.06, -4.50, -0.49], [2.73, -3.20, -1.76], [1.89, -2.12, -2.01], [0.88, -2.22, -2.97], [-0.01, -1.18, -3.17], [0.09, -0.02, -2.41], [-0.90, 1.10, -2.48], [-1.14, 1.80, -1.52], [-1.49, 1.26, -3.69], [-2.41, 2.34, -3.96], [-1.84, 3.41, -4.90], [-2.17, 3.18, -6.29], [-1.94, 4.36, -7.11], [-3.11, 5.34, -7.00], [-1.64, 1.96, -6.87], [-0.11, 1.84, -6.94], [1.12, 0.09, -1.48], [2.02, -0.93, -1.29], [2.75, -2.76, 4.29], [2.12, -2.15, 5.37], [1.25, -1.09, 5.18], [0.61, -0.40, 6.15], [0.66, -0.85, 7.49], [-0.24, -2.08, 7.73], [-1.69, -1.71, 7.44], [-0.07, -2.58, 9.16], [-1.21, 0.90, 0.71], [-2.04, 0.32, 2.16], [-0.78, -0.66, 1.41], [0.91, 1.16, 1.97], [-0.40, 2.06, 2.76], [1.43, -0.92, 1.79], [4.04, -3.51, 2.02], [1.59, -2.58, 0.45], [2.98, -3.79, -2.54], [0.79, -3.13, -3.54], [-0.80, -1.31, -3.88], [-1.17, 0.71, -4.47], [-3.34, 1.95, -4.38], [-2.62, 2.79, -2.98], [-2.28, 4.37, -4.62], [-0.75, 3.50, -4.72], [-1.86, 4.05, -8.15], [-1.01, 4.88, -6.84], [-3.19, 5.77, -6.01], [-2.97, 6.16, -7.71], [-4.04, 4.83, -7.23], [-2.04, 1.89, -7.88], [-2.05, 1.12, -6.30], [0.16, 0.90, -7.40], [0.31, 2.65, -7.53], [0.34, 1.88, -5.94], [1.20, 1.01, -0.91], [2.84, -0.82, -0.59], [3.43, -3.58, 4.46], [2.34, -2.50, 6.36], [1.69, -1.06, 7.80], [0.29, -0.01, 8.08], [0.06, -2.87, 7.03], [-2.05, -0.98, 8.16], [-2.33, -2.60, 7.50], [-1.78, -1.28, 6.45], [-0.71, -3.44, 9.33], [0.96, -2.87, 9.34], [-0.34, -1.80, 9.87]]}